[1]
C30H29IN2ReSi as an isolated structure at a distorted geometry. Source: the OMol25 dataset; level of theory: wB97M-V/def2-TZVPD.

Summary:
- Kohn-Sham gap (spin up / spin down): 6.10 / 5.38 eV
- HOMO (spin up / spin down): -14.14 / -14.16 eV
- Multiplicity: 4
- Expectation value of S²: 3.79
- Charge: +2

```
64
Properties=species:S:1:pos:R:3:lowdin_spin:R:1
C 2.768 1.971 -0.229 0.34
C 2.684 1.810 -2.181 0.08
H 1.897 2.622 0.209 0.05
H 3.615 2.722 -0.207 0.02
H 3.326 1.111 0.145 0.03
H 2.056 1.726 -3.075 0.04
H 3.144 2.796 -2.335 0.02
H 3.420 1.017 -2.322 0.00
C -2.427 1.663 -1.987 0.00
C -3.717 1.216 -2.300 0.00
C -3.852 -0.006 -2.964 0.00
C -2.691 -0.725 -3.253 0.00
H -2.300 2.619 -1.476 0.00
H -4.571 1.826 -2.026 0.00
H -4.831 -0.386 -3.245 0.00
H -2.739 -1.688 -3.735 0.00
N -1.293 0.975 -2.235 0.01
C -1.420 -0.216 -2.885 0.00
C -0.190 -1.009 -3.075 0.00
N 0.927 -0.554 -2.414 0.01
C 1.986 -1.379 -2.331 0.01
C 0.967 -3.047 -3.723 0.00
C 2.057 -2.624 -2.947 0.00
H 2.819 -1.019 -1.715 0.00
H 2.948 -3.234 -2.817 0.00
C -0.153 -2.219 -3.791 0.00
H -1.016 -2.493 -4.394 0.00
H 0.995 -3.997 -4.250 0.00
Re 1.024 1.614 -1.058 2.08
I 0.178 3.923 -0.415 0.25
C 2.542 2.497 4.447 0.00
C 3.187 1.627 3.569 0.01
C 2.451 0.977 2.573 0.01
C 1.083 1.226 2.402 0.02
C 0.434 2.057 3.321 0.00
C 1.162 2.698 4.329 0.01
Si 0.192 0.477 0.882 0.01
C 0.565 -1.382 1.095 0.01
C 0.125 -2.263 0.103 0.00
C 0.442 -3.623 0.142 0.00
C 1.168 -4.141 1.216 0.00
C 1.551 -3.286 2.253 0.00
C 1.222 -1.925 2.208 0.00
C -1.696 0.507 1.181 0.00
C -2.477 -0.656 1.112 0.00
C -3.863 -0.629 1.291 0.00
C -4.514 0.575 1.565 0.00
C -3.755 1.747 1.652 0.00
C -2.367 1.706 1.461 0.00
H 3.112 3.010 5.220 0.00
H 4.260 1.444 3.639 0.00
H 2.972 0.271 1.919 0.00
H -0.639 2.217 3.239 0.00
H 0.648 3.368 5.017 0.00
H -0.480 -1.875 -0.724 0.00
H 0.119 -4.270 -0.675 0.00
H 1.426 -5.197 1.246 0.00
H 2.111 -3.672 3.101 0.00
H 1.496 -1.282 3.050 0.00
H -2.007 -1.618 0.914 0.00
H -4.436 -1.554 1.211 0.00
H -5.595 0.602 1.703 0.00
H -4.244 2.702 1.856 0.00
H -1.808 2.646 1.516 0.00
```

[2]
C30H29IN3PPb as an isolated structure at a distorted geometry. Source: the OMol25 dataset; level of theory: wB97M-V/def2-TZVPD.

Summary:
- Kohn-Sham gap: 6.48 eV
- HOMO: -6.43 eV

```
65
Properties=species:S:1:pos:R:3:nbo_charge:R:1
C 0.164 3.715 -0.857 -0.76
C 3.163 0.065 -2.517 -1.23
H 0.449 3.680 -1.919 0.23
H 0.630 2.989 -0.173 0.26
H 0.364 4.721 -0.474 0.22
H 2.833 -0.511 -3.391 0.22
H 4.031 0.679 -2.817 0.21
H 3.454 -0.588 -1.683 0.21
C -1.368 2.028 -3.868 0.07
C -2.640 1.878 -4.435 -0.25
C -3.130 0.588 -4.632 -0.16
C -2.335 -0.490 -4.251 -0.24
H -0.974 3.029 -3.684 0.20
H -3.213 2.766 -4.683 0.23
H -4.112 0.412 -5.067 0.22
H -2.663 -1.522 -4.354 0.22
N -0.601 1.000 -3.494 -0.43
C -1.077 -0.252 -3.674 0.18
C -0.289 -1.397 -3.147 0.17
N 0.514 -1.149 -2.100 -0.43
C 1.112 -2.178 -1.490 0.05
C 0.215 -3.767 -3.055 -0.18
C 0.987 -3.505 -1.919 -0.20
H 1.726 -1.917 -0.622 0.22
H 1.491 -4.284 -1.354 0.22
C -0.428 -2.695 -3.673 -0.24
H -1.047 -2.809 -4.557 0.22
H 0.105 -4.777 -3.446 0.22
Pb 1.705 1.485 -1.839 1.23
I -1.961 3.424 -0.702 0.04
N 1.564 0.868 0.254 -1.59
P 0.669 0.354 1.447 1.80
C -0.136 1.660 2.420 -0.43
C 0.622 2.805 2.702 -0.13
C 0.054 3.862 3.416 -0.23
C -1.277 3.782 3.841 -0.20
C -2.035 2.645 3.551 -0.21
C -1.469 1.581 2.844 -0.19
C -0.642 -0.817 1.011 -0.40
C -0.611 -2.166 1.400 -0.20
C -1.615 -3.035 0.967 -0.22
C -2.637 -2.578 0.133 -0.23
C -2.655 -1.241 -0.274 -0.16
C -1.681 -0.361 0.191 -0.22
C 1.700 -0.486 2.667 -0.43
C 1.243 -0.713 3.974 -0.13
C 2.077 -1.364 4.887 -0.24
C 3.356 -1.778 4.496 -0.20
C 3.812 -1.535 3.195 -0.22
C 2.990 -0.868 2.279 -0.18
H 1.649 2.869 2.334 0.23
H 0.654 4.744 3.638 0.21
H -1.723 4.609 4.395 0.21
H -3.077 2.582 3.867 0.21
H -2.069 0.701 2.611 0.23
H 0.195 -2.528 2.042 0.23
H -1.594 -4.080 1.284 0.21
H -3.417 -3.261 -0.210 0.21
H -3.432 -0.870 -0.943 0.21
H -1.728 0.701 -0.081 0.24
H 0.247 -0.380 4.270 0.21
H 1.723 -1.542 5.903 0.21
H 4.002 -2.285 5.213 0.21
H 4.805 -1.862 2.888 0.21
H 3.327 -0.628 1.268 0.25
```